Entry 1:
Density functional theory data (the ωB97M-V functional and the def2-TZVPD basis) for the molecule C4H8O at a distorted geometry.

## Properties
2S+1	1
F_max	5.41	eV Å⁻¹
ΔE to the lowest compared entry with this formula, charge and spin	58.8	kcal per mole
SMILES	CCCC=O

Each line ends with the Löwdin charge.
Geometry (Å):
C: -1.92688 -0.75186 -0.05850  -0.204
C: -1.24932 0.48923 0.26294  -0.371
C: 0.19118 0.75495 -0.44470  -0.177
C: 1.34932 0.15899 0.31546  -0.287
O: 2.16938 -0.65201 -0.10025  0.024
H: -2.61479 -0.82142 -1.16933  0.139
H: -2.66642 -0.98399 0.93023  0.118
H: -1.03608 -1.70894 -0.20091  0.146
H: -1.86103 1.48320 -0.00298  0.139
H: -1.03949 0.60979 1.33695  0.088
H: 0.23030 1.94842 -0.49502  0.146
H: 0.13233 0.41142 -1.49483  0.108
H: 1.31437 0.36976 1.44666  0.133


Entry 2:
Density functional theory data (the ωB97M-V functional and the def2-TZVPD basis) for a cluster of 9 separate species, C40H105N7O15 in total at a distorted geometry.

## Properties
2S+1	1
F_max	3.61	eV Å⁻¹
ΔE to the lowest compared entry with this formula, charge and spin	66.1	kcal per mole
SMILES	COC[C@H](C)N.COC[C@H](C)N.COC[C@H](C)N.COCCNCCOC.COCCNCCOC.COCCNCCOC.COCCNCCOC.OCCO.OCCO

Each line ends with the Löwdin charge.
Geometry (Å):
C: -14.75358 12.01386 12.37039  -0.104
O: -15.14041 11.31507 11.19493  -0.198
C: -14.10635 10.44122 10.70583  -0.195
C: -14.52550 9.47375 9.59096  -0.451
C: -13.41142 8.89704 8.73420  -0.080
N: -15.33288 10.17274 8.60951  0.033
H: -14.71693 11.36356 13.24438  0.084
H: -15.43186 12.84579 12.55997  0.088
H: -13.74140 12.39103 12.22429  0.080
H: -13.27137 11.05958 10.37637  0.122
H: -13.72915 9.80426 11.50590  0.120
H: -14.98413 8.57659 10.00673  0.136
H: -12.85698 8.39064 9.52430  0.076
H: -12.79691 9.61463 8.19056  0.079
H: -13.81976 8.17616 8.02590  0.083
H: -15.96689 10.77212 9.11830  0.059
H: -14.69531 10.84906 8.21429  0.067
C: -10.63677 22.71813 22.37417  -0.108
O: -11.29841 23.55685 21.40929  -0.184
C: -10.37156 24.05276 20.41794  -0.188
C: -10.73563 25.37702 19.72038  -0.482
C: -12.17152 25.34218 19.18307  -0.068
N: -9.94159 25.78596 18.65395  0.033
H: -9.86330 23.21205 22.96228  0.075
H: -9.94046 22.04810 21.86985  0.077
H: -11.37816 22.26672 23.03346  0.090
H: -9.40860 24.19605 20.90812  0.113
H: -10.25479 23.30560 19.63294  0.123
H: -10.65601 26.21911 20.40788  0.142
H: -12.95691 25.32488 19.93870  0.069
H: -12.43106 24.48072 18.56773  0.079
H: -12.41751 26.29347 18.71123  0.074
H: -9.03274 26.02718 19.02260  0.078
H: -9.67107 24.99285 18.09012  0.078
C: -19.09395 19.20175 5.12779  -0.128
O: -19.74295 18.18310 5.80964  -0.187
C: -19.10873 16.93993 5.79998  -0.224
C: -19.80429 15.86842 6.68397  -0.435
C: -19.99196 16.51470 8.04586  -0.071
N: -19.00224 14.63826 6.81924  0.042
H: -18.68913 18.90595 4.15994  0.081
H: -18.27479 19.68819 5.65737  0.090
H: -19.90560 19.85573 4.80900  0.092
H: -19.23423 16.59626 4.77322  0.119
H: -18.05039 16.97980 6.05770  0.128
H: -20.74698 15.66194 6.17722  0.134
H: -19.06320 16.62924 8.60476  0.082
H: -20.60073 15.79301 8.59052  0.069
H: -20.55652 17.43729 8.18074  0.078
H: -19.65016 14.03600 7.30666  0.066
H: -19.09165 14.19108 5.91806  0.066
C: -17.20906 19.49507 21.55149  -0.075
O: -18.37972 19.63843 20.69033  -0.204
C: -18.41981 18.76502 19.57599  -0.248
C: -19.34984 19.31695 18.52835  -0.236
N: -20.70717 19.21063 18.96559  -0.068
C: -21.61306 19.59741 17.94554  -0.224
C: -23.04231 19.38513 18.47853  -0.200
O: -23.29625 20.11821 19.68950  -0.203
C: -24.70324 20.21857 19.95273  -0.103
H: -17.15317 18.49103 21.97207  0.079
H: -17.27337 20.15884 22.41369  0.081
H: -16.36082 19.72785 20.90776  0.082
H: -18.80632 17.82203 19.96262  0.124
H: -17.45497 18.55264 19.11546  0.115
H: -19.04464 18.64835 17.72342  0.121
H: -19.06768 20.31444 18.19146  0.125
H: -20.87430 19.83606 19.74084  0.117
H: -21.39800 18.99457 17.06325  0.119
H: -21.30264 20.58149 17.59436  0.116
H: -23.19274 18.34208 18.75694  0.120
H: -23.77726 19.60629 17.70455  0.111
H: -25.22178 19.26013 19.92809  0.082
H: -25.10927 20.86013 19.17066  0.083
H: -24.86419 20.66625 20.93344  0.086
C: -12.93532 22.50732 8.31664  -0.104
O: -13.56117 23.62359 8.92451  -0.191
C: -12.74086 24.74547 9.27233  -0.219
C: -12.00137 24.62001 10.59160  -0.203
N: -11.06870 25.74017 10.87860  -0.088
C: -10.37373 25.63062 12.12587  -0.222
C: -9.25638 24.57745 12.11392  -0.205
O: -8.86355 24.26958 13.44421  -0.196
C: -7.88453 23.23837 13.64749  -0.092
H: -12.49043 22.76842 7.35643  0.088
H: -13.69283 21.72496 8.36357  0.090
H: -12.13458 22.09231 8.92875  0.073
H: -13.31405 25.67026 9.33799  0.118
H: -12.01777 24.97121 8.48857  0.120
H: -11.42790 23.69675 10.50899  0.102
H: -12.70795 24.60644 11.42146  0.121
H: -11.67835 26.53745 10.99159  0.104
H: -11.12664 25.42882 12.88777  0.115
H: -10.02639 26.65819 12.23339  0.123
H: -8.38502 25.03697 11.64737  0.119
H: -9.53382 23.75336 11.45666  0.109
H: -8.17961 22.28489 13.20944  0.074
H: -7.70761 23.03427 14.70349  0.083
H: -6.96136 23.52933 13.14629  0.081
C: -11.37475 15.28173 9.02350  -0.102
O: -12.26335 15.90641 9.91100  -0.218
C: -13.30558 16.55849 9.28487  -0.213
C: -14.36333 17.18915 10.29973  -0.198
N: -13.75409 17.98680 11.32473  -0.063
C: -14.80839 18.66279 12.14219  -0.195
C: -14.20990 19.51325 13.23946  -0.241
O: -13.50074 18.72533 14.17889  -0.202
C: -12.83513 19.43731 15.24163  -0.080
H: -10.89111 16.00073 8.36228  0.092
H: -11.93661 14.56301 8.42696  0.089
H: -10.62651 14.75886 9.61918  0.093
H: -13.88019 15.73988 8.85151  0.115
H: -12.95520 17.27810 8.54495  0.122
H: -14.92121 16.39069 10.78895  0.111
H: -15.08266 17.78545 9.73840  0.116
H: -13.19479 17.46901 11.98742  0.103
H: -15.54954 17.96923 12.53939  0.117
H: -15.35134 19.30303 11.44692  0.116
H: -15.00583 20.07797 13.72493  0.117
H: -13.56807 20.30718 12.85760  0.117
H: -12.17727 20.15030 14.74469  0.082
H: -12.34472 18.74444 15.92540  0.087
H: -13.54193 20.00012 15.85136  0.079
C: -21.53532 23.66590 10.40524  -0.099
O: -20.52380 24.03264 11.31715  -0.178
C: -19.50180 24.86018 10.91681  -0.269
C: -18.47631 25.25100 11.93385  -0.231
N: -19.04771 26.02411 13.04623  -0.060
C: -18.02896 26.10151 14.12321  -0.193
C: -18.53997 26.86626 15.33177  -0.213
O: -19.29713 25.97297 16.12557  -0.198
C: -19.45869 26.31381 17.47627  -0.124
H: -21.11140 22.78664 9.92018  0.084
H: -21.72817 24.38535 9.60944  0.084
H: -22.51275 23.37071 10.78676  0.086
H: -19.93961 25.80326 10.58967  0.124
H: -18.97778 24.43806 10.05930  0.124
H: -17.72642 25.85725 11.42569  0.119
H: -17.86582 24.41823 12.28298  0.112
H: -19.87655 25.53840 13.35797  0.103
H: -17.26043 26.65477 13.58344  0.117
H: -17.74430 25.06753 14.31797  0.117
H: -19.21186 27.69104 15.09427  0.127
H: -17.64941 27.19306 15.86859  0.117
H: -18.52301 26.18294 18.01983  0.080
H: -20.13610 25.62207 17.97700  0.087
H: -19.74894 27.34918 17.65479  0.084
O: -9.65419 18.42395 9.95989  -0.075
C: -8.95841 18.50505 11.22231  -0.223
C: -8.71122 17.15508 11.92034  -0.255
O: -9.85835 16.38156 12.20979  -0.046
H: -10.56556 18.16397 10.11290  0.058
H: -8.04328 19.05677 11.00722  0.117
H: -9.52711 19.07640 11.95595  0.110
H: -8.06615 17.42652 12.75600  0.117
H: -8.07809 16.56874 11.25442  0.112
H: -10.30891 16.25996 11.37086  0.041
O: -12.52346 17.33281 2.08170  -0.050
C: -11.71216 18.36553 2.54956  -0.290
C: -11.14523 19.37108 1.55200  -0.215
O: -12.23079 20.21242 1.11217  -0.068
H: -13.10310 17.73834 1.43274  0.072
H: -12.21626 18.88677 3.36338  0.118
H: -10.88661 17.75476 2.91499  0.120
H: -10.62074 18.74875 0.82694  0.117
H: -10.41571 20.00405 2.05723  0.122
H: -12.95524 19.77863 0.65544  0.074


Entry 3:
Density functional theory data (the ωB97M-V functional and the def2-TZVPD basis) for a cluster of 4 separate species, C2H11NO4 in total at a distorted geometry.

## Properties
2S+1	1
F_max	6.25	eV Å⁻¹
ΔE to the lowest compared entry with this formula, charge and spin	36.7	kcal per mole
SMILES	CC(N)=O.O.O.O

Each line ends with the Löwdin charge.
Geometry (Å):
C: 0.81457 0.42998 -1.12006  -0.022
C: 1.41517 0.68170 0.23383  -0.617
N: 2.24807 -0.44012 0.59243  0.083
O: 1.34764 1.58161 0.96711  0.092
H: -0.31877 0.56825 -1.01049  0.113
H: 1.00718 -0.57441 -1.49407  0.059
H: 1.17019 1.15965 -1.87505  0.088
H: 2.26143 -1.41361 0.15743  0.113
H: 2.54306 -0.43239 1.58150  0.092
O: -1.46314 4.62048 2.19096  -0.034
H: -0.66673 4.92180 2.58496  0.013
H: -1.22273 4.73805 1.28417  0.020
O: 0.00634 -3.90070 -2.88656  -0.051
H: 0.75473 -4.45550 -2.89883  -0.001
H: 0.03368 -3.42845 -3.74582  0.052
O: -3.29428 -2.27030 0.38254  -0.125
H: -3.79406 -3.09813 0.13438  0.054
H: -3.65539 -1.82318 1.21977  0.071


Entry 4:
Density functional theory data (the ωB97M-V functional and the def2-TZVPD basis) for a structure of composition BH7HfNbO2 at a distorted geometry.

## Properties
2S+1	1
F_max	3.89	eV Å⁻¹
E_tot	-282.8475	a.u.
charge	+3

Each line ends with the Löwdin charge.
Geometry (Å):
O: -1.56960 0.62527 -1.53368  0.314
B: -0.99489 -0.45032 -1.14216  -0.559
O: -0.90278 -1.72510 -1.13116  0.340
Nb: 0.97000 0.09662 0.59550  1.108
H: -1.10467 1.28405 -2.09423  0.199
H: -0.09860 -2.25387 -1.33344  0.195
H: 1.74602 -1.35025 -0.00391  -0.032
H: -0.06772 -0.80139 1.86844  -0.062
H: -0.06482 1.49707 1.44289  -0.272
H: 1.11697 1.10726 -0.88241  0.011
H: 2.33353 0.60178 1.54767  0.032
Hf: -1.36344 1.36887 2.66649  1.726